Entry 1:
151
Properties=species:S:1:pos:R:3:mulliken_charge:R:1 method="wB97M-V/def2-TZVPD" charge=0 total_energy_ev=-108191.5038 relative_energy_kj_mol=0.00 spin_multiplicity=1 homo_ev=-7.88 smiles="CCOC(=O)CCCc1c(-c2ccccn2)c2c(c(CC(=O)Cl)c1C(F)(F)C(F)F)Sc1cc(CCCCCOC(C)=O)c(C)cc1N2.CCN(CC)CC.CCN(CC)CC.CCN(CC)CC"
C -2.59668 -1.64794 5.02082 -0.87
C -3.01601 -0.26182 4.27001 -0.24
O -3.23146 -0.47029 2.82790 -0.23
C -3.44048 0.81358 2.26051 -0.09
O -3.68837 1.83681 2.97678 -0.61
C -3.36121 1.11229 0.66257 0.98
C -4.79821 1.68842 0.25373 -1.03
C -4.86957 2.41151 -1.18530 -0.69
C -3.44277 2.69113 -1.85571 -0.21
C -2.89050 1.49530 -2.72071 0.50
C -3.70360 0.10999 -2.88883 -0.95
C -3.07940 -1.12190 -2.19074 -0.24
C -3.83452 -2.48551 -2.36932 -0.92
C -5.13206 -2.46286 -3.25829 -0.44
C -5.54976 -1.08869 -3.83578 -0.26
N -4.88041 0.16466 -3.69426 -0.44
C -1.51606 1.54311 -3.45879 0.21
C -0.70350 2.88164 -3.25439 0.10
C -1.25786 4.08305 -2.41373 0.36
C -0.33191 5.37661 -2.33770 -0.99
C 0.29804 5.43234 -0.85327 0.42
O 0.69161 6.47121 -0.30082 -0.47
Cl 0.38635 3.82791 0.07892 -0.09
C -2.63435 4.03458 -1.68189 0.38
C -3.29762 5.18805 -0.83728 1.08
F -2.57218 6.39799 -0.71682 -0.27
F -4.52693 5.54811 -1.52527 -0.33
C -3.68294 4.76307 0.69774 0.41
F -5.08277 4.84791 0.93030 -0.27
F -3.07424 5.72154 1.59382 -0.32
S 0.95896 2.90086 -4.09338 -0.45
C 1.54028 1.15159 -3.76953 0.36
C 3.00420 0.80816 -3.40600 -0.48
C 3.33213 -0.70938 -3.18312 0.48
C 4.81377 -1.18687 -2.84134 -0.92
C 5.40714 -0.57760 -1.47365 -0.40
C 4.93603 -1.59539 -0.28700 -0.13
C 5.77662 -1.27967 1.05041 -0.41
C 5.61525 0.29946 1.35029 -0.45
O 5.65855 0.63386 2.76812 -0.39
C 4.40297 0.38908 3.39503 0.71
C 3.01067 1.00176 2.90819 -0.74
O 4.39382 -0.33286 4.41986 -0.56
C 2.19169 -1.77939 -3.28950 0.49
C 2.49578 -3.35203 -3.03788 -1.50
C 0.70955 -1.42458 -3.65801 -0.57
C 0.39815 0.07146 -3.89981 0.08
N -0.96170 0.47577 -4.29026 -0.41
H -3.21541 -1.73938 5.99448 0.36
H -1.50212 -1.55778 5.37917 0.19
H -2.78317 -2.57573 4.38018 0.16
H -3.97774 0.08451 4.80378 0.36
H -2.13884 0.46086 4.47090 0.29
H -3.16652 0.09227 0.18005 -0.17
H -2.48802 1.83415 0.53990 0.13
H -5.51939 0.78192 0.23105 0.35
H -5.25847 2.39874 1.04154 0.44
H -5.49346 3.37342 -1.03078 0.40
H -5.54138 1.74510 -1.85026 0.49
H -2.11487 -1.07913 -1.56054 0.75
H -3.44729 -3.44310 -1.88192 0.48
H -5.70949 -3.42541 -3.44312 0.35
H -6.51788 -1.08022 -4.46311 0.32
H 0.51039 5.42664 -3.10198 0.46
H -1.01517 6.28275 -2.56165 0.36
H -3.21536 3.75960 0.96240 0.00
H 3.80202 1.61901 -3.33478 0.38
H 5.48996 -0.79691 -3.69584 0.39
H 4.94670 -2.32683 -2.83296 0.36
H 5.00082 0.47783 -1.33083 0.30
H 6.55711 -0.61086 -1.54930 0.33
H 5.17699 -2.67273 -0.62706 0.31
H 3.81056 -1.47256 -0.13631 -0.07
H 6.88605 -1.52918 0.86072 0.41
H 5.35365 -1.95029 1.88100 0.23
H 6.53447 0.80579 0.86983 0.24
H 4.70039 0.76531 0.82785 0.15
H 2.24118 1.00163 3.74719 0.34
H 2.60974 0.31183 2.07272 0.01
H 3.11935 2.03982 2.43339 0.37
H 3.16979 -3.52900 -2.13155 0.19
H 1.50373 -3.91221 -2.99922 0.34
H 3.05993 -3.69743 -3.98769 0.37
H -0.11995 -2.20549 -3.76016 0.12
H -1.60160 -0.31859 -4.41516 0.40
C 5.41080 10.87576 -1.65117 -1.43
C 4.33903 10.15903 -0.83747 -0.28
N 4.39638 8.70264 -0.92433 0.15
C 3.22563 8.04731 -0.33782 -0.61
C 3.00921 8.19788 1.16733 -1.02
C 5.67832 8.08867 -0.59540 -0.67
C 6.24771 8.33883 0.80011 -0.99
H 5.35441 10.59993 -2.70753 0.33
H 5.26525 11.95703 -1.57821 0.43
H 6.41820 10.66129 -1.28593 0.30
H 3.36894 10.49481 -1.21866 0.42
H 4.40379 10.50423 0.20216 0.26
H 3.24864 6.98065 -0.58492 0.23
H 2.33449 8.43117 -0.84712 0.35
H 3.68252 7.55886 1.73907 0.18
H 1.99203 7.88798 1.42131 0.45
H 3.12741 9.22843 1.50772 0.28
H 6.41843 8.42286 -1.33078 0.39
H 5.61364 7.00598 -0.75987 0.33
H 6.13510 9.37837 1.11857 0.24
H 7.31917 8.11410 0.80766 0.37
H 5.78665 7.69560 1.54983 0.28
C 0.04087 -5.72446 1.16721 -1.04
C 0.99919 -4.93790 2.05396 -0.50
N 1.34603 -3.61909 1.53299 0.38
C 2.44073 -2.98181 2.26608 0.61
C 2.19781 -2.61158 3.72883 -1.25
C 0.22629 -2.74084 1.20909 -1.17
C -0.74482 -2.38433 2.33343 -0.39
H 0.45135 -5.85719 0.16248 0.29
H -0.12518 -6.71693 1.59555 0.48
H -0.93623 -5.24126 1.08624 -0.05
H 1.91461 -5.53209 2.14388 0.50
H 0.56754 -4.87380 3.06068 0.29
H 2.76016 -2.08386 1.72431 -1.00
H 3.30731 -3.65295 2.22757 0.53
H 1.58326 -1.71608 3.82259 0.15
H 3.15302 -2.38768 4.21015 0.42
H 1.73193 -3.41984 4.29593 0.36
H -0.34695 -3.20027 0.39591 0.30
H 0.61067 -1.81201 0.76863 0.35
H -0.99532 -3.24478 2.95954 0.19
H -1.68249 -2.01194 1.90808 0.34
H -0.35442 -1.59274 2.97369 0.14
C -5.95933 -7.51533 -1.62993 -1.37
C -5.56823 -8.42245 -0.46871 -0.32
N -4.13172 -8.47948 -0.21204 0.11
C -3.76117 -9.52870 0.73806 -0.67
C -4.26430 -9.39500 2.17500 -0.94
C -3.46302 -7.19871 -0.01045 -0.76
C -3.94953 -6.31926 1.13967 -0.94
H -5.46488 -7.82341 -2.55500 0.33
H -7.03925 -7.57119 -1.79169 0.44
H -5.71690 -6.46763 -1.43454 0.24
H -5.92030 -9.42943 -0.71584 0.44
H -6.12518 -8.10552 0.42206 0.27
H -2.67038 -9.62940 0.75509 0.35
H -4.12252 -10.48474 0.34122 0.42
H -3.69492 -8.65382 2.73591 0.22
H -4.13647 -10.34844 2.69591 0.39
H -5.32398 -9.13853 2.22693 0.26
H -3.53904 -6.62074 -0.93820 0.28
H -2.38544 -7.36671 0.10747 0.36
H -5.03971 -6.29175 1.21449 0.36
H -3.61129 -5.28922 0.98580 0.28
H -3.54476 -6.64288 2.09889 0.26

Entry 2:
170
Properties=species:S:1:pos:R:3:mulliken_charge:R:1 method="wB97M-V/def2-TZVPD" charge=+1 total_energy_ev=-129880.9312 relative_energy_kj_mol=0.00 spin_multiplicity=1 homo_ev=-10.86
C -0.79515 -4.37901 0.47183 -0.97
C -0.68867 -3.20728 0.74537 -1.08
C -0.56080 -1.77691 1.07649 0.21
C 0.07447 -0.95336 -0.07299 -1.15
C 0.54596 -1.77822 -1.27125 -1.47
C 1.85102 -2.50880 -0.92172 -0.54
P 2.04476 -4.04750 -1.83624 0.34
O 1.10758 -4.16953 -2.96857 -0.95
O 3.58437 -4.09423 -2.22798 0.08
C 3.97962 -3.90922 -3.60398 0.13
C 3.89745 -2.45526 -4.02038 -1.18
O 1.92807 -5.16095 -0.71857 -0.34
C 1.42976 -6.46892 -1.10712 -0.31
C 1.35324 -7.33012 0.13734 -1.39
N -0.69436 0.27445 -0.55738 1.08
C 0.17036 1.47117 -0.33486 -0.12
C 1.25901 1.42457 -1.40012 -0.03
C 2.67899 1.17026 -1.01061 -0.76
N 0.82179 1.60846 -2.57124 -0.28
C -2.19366 0.39423 -0.17110 -1.59
C -2.95617 -0.51514 -1.17569 -1.18
C -3.08324 -2.00709 -0.93769 0.25
O -4.10914 -2.43628 -1.86238 -0.38
C -3.97327 -3.76657 -2.19313 0.91
C -3.39941 -4.01450 -3.55904 -1.09
O -4.30903 -4.62236 -1.43351 -0.48
N -2.70790 1.72632 -0.40015 0.72
C -2.67059 2.27785 -1.76974 -1.12
C -2.67475 2.72898 0.62123 0.59
C -3.88301 3.60693 0.65953 -1.46
O -1.73994 2.86099 1.36257 -0.44
C -2.43553 0.00563 1.28016 -1.03
C -3.94302 -0.07485 1.55345 -1.49
C -4.48911 0.40823 2.90053 0.34
C -5.99843 0.60990 2.79146 -1.26
Cl -3.65979 1.83691 3.56770 0.00
N -1.86511 -1.32004 1.63759 0.67
B -1.81437 -1.52653 3.11763 0.91
O -2.29717 -2.70166 3.64250 -0.61
O -1.26549 -0.62364 3.97688 -0.42
H -0.87749 -5.42348 0.31188 0.78
H 0.19078 -1.76237 1.87671 0.89
H 0.99894 -0.55387 0.33508 0.34
H 0.77702 -1.08994 -2.08447 0.96
H -0.20383 -2.47368 -1.63967 0.52
H 1.91567 -2.71189 0.14545 0.21
H 2.69383 -1.86985 -1.18151 0.62
H 5.01485 -4.24165 -3.64590 -0.09
H 3.39416 -4.55701 -4.25164 0.39
H 4.27128 -1.83839 -3.20266 0.18
H 4.52354 -2.26658 -4.88867 0.51
H 2.86808 -2.17875 -4.24576 0.32
H 0.44757 -6.33467 -1.55294 0.33
H 2.11500 -6.91041 -1.82781 0.41
H 0.58840 -8.09172 -0.00808 0.38
H 1.07411 -6.73302 1.00267 0.33
H 2.29583 -7.83256 0.33616 0.37
H -0.70551 0.18796 -1.57790 1.20
H -0.38227 2.38157 -0.49136 0.73
H 0.55199 1.49286 0.67972 0.10
H 3.24379 2.10294 -1.04764 0.43
H 2.75023 0.71681 -0.02871 -0.30
H 3.12298 0.51289 -1.75982 0.24
H 1.58298 1.57850 -3.24832 0.44
H -3.96876 -0.12870 -1.25932 0.36
H -2.52408 -0.39476 -2.17259 0.22
H -2.17641 -2.56295 -1.16668 -0.48
H -3.39044 -2.28215 0.06316 -0.06
H -2.50704 -4.62735 -3.45898 0.22
H -4.14206 -4.53953 -4.15591 0.40
H -3.16904 -3.07796 -4.05571 0.33
H -1.93141 1.78013 -2.39047 0.32
H -3.64438 2.21516 -2.25586 0.25
H -2.39795 3.33004 -1.73326 0.71
H -3.86800 4.28402 -0.19589 0.41
H -3.89761 4.16642 1.58709 0.40
H -4.78524 3.00698 0.55680 0.28
H -1.98347 0.74808 1.93798 1.79
H -4.49445 0.43234 0.76326 0.50
H -4.24140 -1.12132 1.49843 -0.02
H -4.34720 -0.39159 3.62710 0.23
H -6.29541 0.87040 1.77603 0.32
H -6.50291 -0.32038 3.03829 0.30
H -6.34619 1.40103 3.44941 0.41
H -2.98066 -2.56910 4.30561 0.31
H -0.83964 0.13786 3.57264 0.16
O -3.04949 7.58255 6.41529 -0.58
C -2.53096 6.50929 6.33328 0.43
O -3.24927 5.36472 6.22824 -0.38
C -2.37386 4.22159 6.24891 0.43
C -1.01663 4.75046 5.80643 -0.21
C -1.04891 6.17588 6.35079 -0.48
H -2.34063 3.82108 7.26230 0.22
H -2.77916 3.46580 5.58230 -0.27
H -0.19120 4.15235 6.17576 0.20
H -0.96363 4.77477 4.71491 0.22
H -0.69857 6.22800 7.38281 0.23
H -0.49724 6.88820 5.74390 0.35
O 0.00894 3.18423 8.30717 -0.58
C 0.46358 2.08055 8.22718 0.55
O -0.32477 0.98927 8.10076 -0.35
C 0.46756 -0.21071 8.12536 -0.40
C 1.86945 0.23062 7.71679 -0.31
C 1.91977 1.65640 8.26631 -0.47
H 0.43972 -0.61803 9.13776 0.28
H 0.02136 -0.92985 7.44317 0.27
H 2.64966 -0.42524 8.09620 0.33
H 1.94618 0.25356 6.62860 0.12
H 2.25457 1.69007 9.30408 0.26
H 2.52640 2.33318 7.67149 0.30
O 4.07655 3.88735 -2.99620 -0.59
C 3.22801 4.51126 -3.56641 0.48
O 2.00686 3.97550 -3.80436 -0.27
C 1.19977 4.88370 -4.58123 -0.51
C 1.80885 6.25338 -4.34242 -0.13
C 3.28809 5.91668 -4.13398 -0.60
H 1.24820 4.57693 -5.62857 0.26
H 0.16917 4.81923 -4.24292 0.32
H 1.61421 6.95382 -5.14874 0.12
H 1.39930 6.67973 -3.42675 0.27
H 3.84473 5.88087 -5.07204 0.30
H 3.79509 6.58212 -3.44165 0.34
O 4.01200 0.74231 1.80582 -0.63
C 4.43301 -0.37482 1.70850 0.51
O 3.58704 -1.42478 1.52938 -0.16
C 4.32530 -2.66848 1.53467 -0.01
C 5.74664 -2.27592 1.16194 -0.38
C 5.85985 -0.87242 1.76342 -0.60
H 4.25408 -3.10414 2.53295 0.29
H 3.86598 -3.34942 0.82126 -0.08
H 6.49230 -2.97655 1.52871 0.46
H 5.84023 -2.22681 0.07619 0.09
H 6.18091 -0.88702 2.80622 0.29
H 6.50784 -0.20982 1.19693 0.33
O 7.77119 -2.44540 -2.63133 -0.59
C 7.89365 -3.62941 -2.74567 0.62
O 7.39791 -4.48858 -1.82331 -0.30
C 7.75590 -5.84418 -2.14927 -0.49
C 8.04874 -5.82713 -3.64611 -0.46
C 8.59098 -4.41042 -3.84327 -0.53
H 8.63248 -6.11763 -1.55914 0.33
H 6.92901 -6.49453 -1.87584 0.29
H 8.72942 -6.61662 -3.95500 0.37
H 7.11945 -5.94549 -4.20533 0.23
H 9.66679 -4.34870 -3.67323 0.32
H 8.35666 -3.98594 -4.81506 0.27
O -1.38361 7.16303 -4.92973 -0.59
C -1.15921 7.82937 -5.89966 0.58
O -0.07082 8.62523 -6.01417 -0.37
C -0.13580 9.36868 -7.25143 -0.40
C -1.06404 8.57056 -8.15746 -0.50
C -2.02036 7.94576 -7.14288 -0.45
H -0.52860 10.36178 -7.02830 0.26
H 0.87344 9.46813 -7.64166 0.32
H -1.54774 9.18325 -8.91412 0.33
H -0.50180 7.78697 -8.66687 0.26
H -2.86481 8.59662 -6.91176 0.26
H -2.38678 6.96766 -7.44005 0.30
O -7.96423 -1.75785 2.41567 -0.62
C -7.64480 -2.89397 2.20107 0.43
O -7.90260 -3.89346 3.06639 -0.36
C -7.31736 -5.12593 2.60083 -0.46
C -7.14097 -4.94156 1.09709 -0.57
C -6.89185 -3.43845 0.99816 0.28
H -6.36489 -5.26595 3.11629 0.24
H -7.98342 -5.94219 2.86587 0.35
H -6.34612 -5.55498 0.67974 0.32
H -8.06876 -5.19374 0.58298 0.30
H -5.83321 -3.19106 1.11119 -0.40
H -7.26821 -2.99262 0.08209 0.45